[1]
Computed, not measured: a molecular structure, C26H26IN8O3RhS in a non-equilibrium geometry, with the ωB97M-V functional and the def2-TZVPD basis.

The geometry in XYZ format:
```
66
Properties=species:S:1:pos:R:3:mulliken_charge:R:1
Rh -0.8855 1.4801 1.6629 0.12
C -2.6211 5.3393 0.8595 -1.82
C -1.8266 4.0781 0.9312 0.76
N -1.8993 3.1967 1.8628 0.46
N -2.7355 3.3320 2.9391 -0.53
C -2.6352 2.4590 3.9754 0.74
N -3.4614 2.6697 4.9956 -0.38
S -1.5030 1.2024 4.0158 -0.45
C -0.8305 3.7558 -0.1254 0.76
C -0.5138 4.6422 -1.1343 -0.74
C 0.4697 4.2935 -2.0551 -0.59
C 1.1012 3.0742 -1.9302 -0.83
C 0.7298 2.2328 -0.8892 -0.19
N -0.2101 2.5582 -0.0137 0.23
H -3.5087 5.3355 1.4875 0.47
H -2.9621 5.5037 -0.1611 0.41
H -2.0028 6.1920 1.1483 0.38
H -3.4137 4.0792 2.9414 0.16
H -4.1584 3.3968 5.0038 0.19
H -3.4724 2.0019 5.7497 0.25
H -1.0115 5.5979 -1.2059 0.42
H 0.7373 4.9763 -2.8498 0.45
H 1.8773 2.7683 -2.6168 0.46
H 1.2046 1.2709 -0.7512 0.43
C 1.9264 -4.6151 -6.8829 -0.85
O 2.5975 -4.9767 -5.6773 -0.40
C 1.9021 -4.9931 -4.5355 0.79
C 0.5521 -4.6398 -4.4249 -0.39
C -0.0677 -4.6798 -3.1936 -0.65
C 0.6547 -5.0717 -2.0522 0.38
C 2.0077 -5.4541 -2.1752 -0.30
C 2.6176 -5.4078 -3.3975 -0.62
N 0.0726 -5.1240 -0.8288 -0.19
N -1.1060 -4.8144 -0.4478 -0.75
C -1.3804 -3.5541 0.0804 0.13
C -2.7372 -3.2623 0.2083 -0.55
C -3.1769 -2.0175 0.6046 -0.72
C -2.2645 -0.9720 0.8991 0.99
O -2.6485 0.1940 1.2135 -0.54
C -0.8494 -1.2992 0.8729 0.48
N 0.0049 -0.3220 1.2751 0.04
C 1.3018 -0.5757 1.3465 -0.30
C 1.8303 -1.8258 1.0336 -1.13
C 0.9880 -2.8250 0.6103 -0.50
C -0.3935 -2.5761 0.4957 0.29
H 2.6773 -4.6619 -7.6641 0.24
H 1.5291 -3.6007 -6.8179 0.35
H 1.1232 -5.3190 -7.1053 0.36
H -0.0196 -4.3573 -5.2961 0.42
H -1.1164 -4.4321 -3.0967 0.45
H 2.5455 -5.7873 -1.2973 0.47
H 3.6510 -5.7015 -3.5200 0.44
H -3.4407 -4.0436 -0.0432 0.49
H -4.2342 -1.8036 0.6875 0.49
H 1.9248 0.2455 1.6801 0.54
H 2.8914 -1.9985 1.1388 0.48
H 1.3858 -3.8025 0.3898 0.71
N 1.7023 2.8773 4.6994 -0.33
C 2.0065 2.9257 3.3933 0.52
O 1.2350 2.5420 2.5205 -0.11
C 3.3840 3.4618 3.0702 -1.22
I 3.4754 4.3418 1.1475 0.09
H 0.8278 2.4592 4.9789 0.14
H 2.3472 3.1809 5.4084 0.20
H 4.0970 2.6394 3.0736 0.40
H 3.7079 4.2101 3.7880 0.51
```

## Properties
* total charge: +2
* LUMO level (spin up / spin down): -5.847 / -7.594 eV
* gap between HOMO and LUMO (spin up / spin down): 0.2142 / 0.1985 Eh
* max |F|: 1.133 eV/A
* 2S+1: 5

[2]
Computed, not measured: a molecular structure, C16H42KN2O8 in a non-equilibrium geometry, with the ωB97M-V functional and the def2-TZVPD basis.

The geometry in XYZ format:
```
69
Properties=species:S:1:pos:R:3:mulliken_charge:R:1
K -8.5656 28.7965 -2.0388 0.99
C -7.2610 26.8482 2.3255 -0.86
C -8.3157 26.5124 1.2236 -0.52
O -8.0189 27.4869 0.2242 -0.04
O -7.3812 26.1962 3.5627 -0.59
H -7.1711 27.8801 2.5514 0.43
H -6.2603 26.5935 1.9643 0.38
H -9.2485 26.5264 1.5953 0.37
H -8.3862 25.5414 0.7839 0.45
H -7.4609 28.1964 0.5716 0.10
H -6.9423 25.2750 3.5518 0.34
C -8.9099 26.9359 -6.6494 -0.70
C -8.4891 26.8632 -5.1792 -0.52
O -8.8246 28.1143 -4.6406 -0.05
O -8.2851 25.9169 -7.3614 -0.59
H -8.6355 27.8759 -7.2138 0.31
H -9.9093 26.8888 -6.7560 0.48
H -7.4272 26.7391 -5.3504 0.10
H -8.7886 26.0708 -4.5484 0.52
H -9.0719 28.7053 -5.3144 0.01
H -8.0175 25.1125 -6.8275 0.35
C -12.1316 25.1301 -4.5920 -0.63
O -12.4637 25.7409 -3.2874 -0.49
C -11.3676 26.5794 -2.8238 0.27
C -11.5696 27.1399 -1.5401 -0.61
N -11.1414 28.5894 -1.5360 -0.14
C -11.3656 29.1196 -0.2296 -0.87
C -10.7358 30.5431 0.0894 -0.14
O -10.7096 30.7232 1.4595 -0.38
C -10.3229 32.0656 1.8663 -0.72
H -11.2017 24.6307 -4.5325 0.29
H -12.0409 25.9314 -5.4095 0.17
H -12.8998 24.4674 -4.8261 0.35
H -11.2723 27.3611 -3.5978 0.04
H -10.4454 26.0392 -2.9590 -0.07
H -10.9637 26.4778 -0.8774 0.13
H -12.5661 27.0294 -1.1606 0.56
H -11.8883 29.1708 -1.9481 0.32
H -10.9116 28.3335 0.5090 0.06
H -12.4539 29.0106 0.0113 0.43
H -11.4902 31.2270 -0.3349 0.39
H -9.7575 30.6704 -0.3396 0.14
H -9.3056 32.4354 1.6334 0.26
H -10.4406 32.1267 2.9648 0.27
H -11.0161 32.6972 1.3101 0.34
C -10.0660 31.5316 -3.5583 -0.59
O -8.7618 31.5210 -2.9708 -0.28
C -7.6935 31.3663 -3.9006 0.07
C -6.2791 31.2859 -3.3046 -1.03
N -6.1063 29.9165 -2.6303 -0.33
C -5.7390 28.9666 -3.6840 -0.87
C -5.3939 27.5323 -3.3072 -1.18
O -6.5633 27.0316 -2.6024 0.14
C -6.4429 25.7085 -1.9729 -0.98
H -10.4544 30.6222 -4.0386 0.12
H -10.3926 32.3309 -4.3067 0.37
H -10.8092 31.5909 -2.7427 0.16
H -7.8319 32.1939 -4.5959 0.52
H -7.9815 30.4691 -4.4667 -0.19
H -6.0472 32.1108 -2.6975 0.52
H -5.6171 31.4342 -4.1596 0.45
H -5.3774 29.8803 -1.9117 0.30
H -4.7891 29.3711 -4.0559 0.57
H -6.2927 29.0166 -4.5877 0.50
H -4.4944 27.6527 -2.7044 0.50
H -5.1131 26.9279 -4.0865 0.47
H -5.5101 25.4238 -1.5070 0.39
H -6.5018 24.9738 -2.8072 0.34
H -7.3194 25.4091 -1.3409 0.12
```

## Properties
* total charge: +1
* LUMO level: -2.240 eV
* gap between HOMO and LUMO: 0.3677 Eh
* max |F|: 5.674 eV/A

[3]
Computed, not measured: a molecular structure, Br2Ni in a non-equilibrium geometry, with the ωB97M-V functional and the def2-TZVPD basis.

The geometry in XYZ format:
```
3
Properties=species:S:1:pos:R:3:mulliken_charge:R:1
Ni 0.6900 -0.6842 0.2529 0.60
Br 1.3084 1.5713 -0.6482 -0.26
Br -1.9984 -0.8871 0.3954 -0.35
```

## Properties
* total charge: 0
* LUMO level (spin up / spin down): -2.340 / -3.444 eV
* gap between HOMO and LUMO (spin up / spin down): 0.2855 / 0.2428 Eh
* max |F|: 3.131 eV/A
* ΔE to the lowest compared entry with this formula, charge and spin: 57.48 kJ/mol
* 2S+1: 3

[4]
Computed, not measured: a gas-phase ion, C4H10N2O2 (charge +1) in a non-equilibrium geometry, with the ωB97M-V functional and the def2-TZVPD basis.

The geometry in XYZ format:
```
18
Properties=species:S:1:pos:R:3:mulliken_charge:R:1
C -0.5062 -0.3915 0.7094 -0.77
N -1.3944 -0.6230 -0.4270 -0.15
C -2.1088 0.4521 -0.9081 0.50
O -1.7675 1.6651 -0.3203 -0.46
O -2.8136 0.4625 -1.8697 -0.49
C 0.7944 0.3390 0.3449 0.12
C 1.5133 -0.3565 -0.9176 -1.17
N 1.6368 -0.1324 1.4148 -0.19
H -0.9714 0.1828 1.5213 0.32
H -0.3451 -1.3823 1.1338 0.50
H -1.5235 -1.5558 -0.8039 0.24
H -2.4944 2.0072 0.2135 0.33
H 0.9202 1.4116 0.1679 0.42
H 2.5117 0.0505 -0.9974 0.42
H 0.7997 -0.0038 -1.6959 0.33
H 1.4751 -1.4377 -0.7471 0.41
H 2.3708 0.4460 1.8092 0.31
H 1.9030 -1.1339 1.3719 0.32
```

## Properties
* total charge: +1
* LUMO level (spin up / spin down): -3.441 / -8.320 eV
* gap between HOMO and LUMO (spin up / spin down): 0.3893 / 0.2093 Eh
* max |F|: 3.087 eV/A
* ΔE to the lowest compared entry with this formula, charge and spin: 171.41 kJ/mol
* 2S+1: 2

[5]
Computed, not measured: a molecular structure, C15H24Cl2N3O3OsSSi, with the ωB97M-V functional and the def2-TZVPD basis.

The geometry in XYZ format:
```
50
Properties=species:S:1:pos:R:3:mulliken_charge:R:1
Os -0.2198 0.2863 0.9228 1.70
O -0.2626 -2.0014 -2.4074 -0.67
C -0.0848 -1.4608 -1.3461 0.27
O -0.8551 -0.5449 -0.8174 -0.67
C 1.1318 -1.7945 -0.5063 0.54
C 2.0516 -2.7505 -0.8857 -0.63
C 3.1425 -2.9881 -0.0651 -0.44
C 3.2791 -2.2574 1.1061 -0.66
C 2.3216 -1.3158 1.4297 -0.27
N 1.2704 -1.0968 0.6334 -0.08
H 1.8833 -3.2804 -1.8128 0.56
H 3.8790 -3.7329 -0.3340 0.47
H 4.1161 -2.4118 1.7717 0.47
H 2.3752 -0.7260 2.3332 0.37
Cl -1.9280 2.0795 0.9241 -0.09
C -3.6754 1.5986 0.8834 -0.34
Cl -4.0058 0.4445 -0.3741 -0.05
H -4.1976 2.5298 0.6962 0.40
H -3.9047 1.1843 1.8564 0.23
C -0.4022 -2.6200 2.9915 -1.08
Si -1.5445 -1.6630 1.8557 0.37
C -3.0373 -1.0870 2.8299 -1.21
C -2.1020 -2.8111 0.4994 -1.06
H -0.9830 -3.4359 3.4312 0.42
H -0.0175 -2.0202 3.8154 0.28
H 0.4328 -3.0770 2.4579 0.29
H -3.3176 -1.9026 3.5027 0.41
H -3.8988 -0.9022 2.1866 0.38
H -2.8381 -0.2173 3.4566 0.36
H -2.7240 -3.5783 0.9712 0.46
H -1.2780 -3.3318 0.0089 0.30
H -2.6930 -2.3137 -0.2677 0.26
O -0.6624 0.1042 5.0227 -0.43
S 0.1493 0.9539 4.1744 0.21
N 0.0841 0.6579 2.6821 -0.12
C 0.1019 2.6208 -3.7748 -1.58
C 1.2081 2.9353 -2.7545 2.08
C 1.1849 4.4167 -2.3539 -1.60
C 2.5861 2.5338 -3.2988 -1.61
C 0.9286 2.1298 -1.5585 -0.24
N 0.6833 1.4936 -0.6382 -0.62
H 0.2906 3.2064 -4.6742 0.44
H -0.8809 2.8880 -3.3872 0.38
H 0.0957 1.5644 -4.0415 0.39
H 1.3805 5.0158 -3.2427 0.41
H 1.9522 4.6403 -1.6131 0.40
H 0.2125 4.7033 -1.9541 0.38
H 2.7884 3.1240 -4.1921 0.41
H 2.6105 1.4791 -3.5717 0.38
H 3.3730 2.7312 -2.5712 0.40
```

## Properties
* total charge: +1
* LUMO level: -4.339 eV
* gap between HOMO and LUMO: 0.2752 Eh
* max |F|: 0.398 eV/A
* ΔE to the lowest compared entry with this formula, charge and spin: 17.28 kJ/mol

[6]
Computed, not measured: a molecular structure, C22H24FN3O3, with the ωB97M-V functional and the def2-TZVPD basis.

The geometry in XYZ format:
```
53
Properties=species:S:1:pos:R:3:mulliken_charge:R:1
O -0.9100 -0.4553 0.9604 -0.68
C -1.4797 -1.3431 0.3443 0.71
C -2.5246 -2.2262 0.9163 -1.05
C -3.2068 -1.9515 2.0283 0.72
C -4.3231 -2.8044 2.5684 -0.69
C -4.1271 -2.7133 4.0833 -0.75
C -3.6526 -1.2668 4.3196 -0.55
C -3.0145 -0.8018 2.9890 0.11
N -1.1920 -1.5998 -0.9757 -0.22
C -0.5678 -0.5555 -1.7675 -1.25
C -1.6040 0.4489 -2.1778 1.18
C -1.3893 1.8420 -2.7917 -0.79
C -2.8904 1.9669 -2.3927 0.27
N -3.5418 3.2543 -2.3514 -0.09
C -3.9771 3.8917 -1.2169 -0.13
O -3.8529 5.0935 -1.0582 -0.67
C -4.6411 3.0676 -0.1833 0.42
C -5.3685 1.9157 -0.2559 -0.91
C -5.7595 1.6036 1.0819 1.02
C -6.4641 0.5603 1.6845 0.59
F -6.9355 -0.4321 0.9047 -0.42
C -6.6792 0.5309 3.0347 -0.55
C -6.1776 1.5752 3.8361 -0.35
C -5.4645 2.6235 3.3035 -1.21
C -5.2611 2.6219 1.9191 -0.13
N -4.5846 3.5014 1.1197 -0.03
C -3.4969 0.8894 -3.2930 -0.74
O -2.5383 -0.1620 -3.1019 -0.55
C -2.5309 1.1171 -1.1495 -0.70
H -2.7823 -3.1107 0.3415 0.31
H -5.2765 -2.3412 2.2891 0.12
H -4.3138 -3.8196 2.1722 0.43
H -5.0316 -2.9563 4.6412 0.37
H -3.3540 -3.4202 4.3924 0.31
H -4.4910 -0.6224 4.5842 0.08
H -2.9419 -1.2165 5.1440 0.31
H -1.9692 -0.5233 3.0721 0.58
H -3.5431 0.0721 2.5931 -0.39
H -1.8710 -2.1595 -1.4692 0.31
H 0.1928 -0.0776 -1.1530 0.37
H -0.0961 -0.9953 -2.6467 0.39
H -0.7569 2.4804 -2.1781 0.35
H -1.1324 1.8955 -3.8498 0.34
H -3.1611 3.9243 -3.0069 0.32
H -5.5901 1.3568 -1.1476 0.61
H -7.2324 -0.2909 3.4685 0.46
H -6.3591 1.5433 4.9023 0.43
H -5.0756 3.4154 3.9291 0.43
H -4.1838 4.3823 1.3932 0.21
H -4.4883 0.5711 -2.9639 0.28
H -3.5390 1.1837 -4.3443 0.32
H -3.3023 0.4917 -0.7081 0.28
H -1.9822 1.6717 -0.3917 0.23
```

## Properties
* total charge: 0
* LUMO level: 0.445 eV
* gap between HOMO and LUMO: 0.3264 Eh
* max |F|: 0.160 eV/A
* ΔE to the lowest compared entry with this formula, charge and spin: 202.80 kJ/mol